Below is 5 unconnected molecules or ions with the total composition C16H26FO11S in a non-equilibrium geometry, with properties calculated with ωB97M-V/def2-TZVPD.

Geometry (Å):
F -0.21 0.24 -0.11
C 1.25 3.97 -1.87
C 0.00 3.35 -1.33
C -0.10 3.50 0.24
O -1.25 4.31 0.52
C -1.65 4.67 -0.79
O -2.54 5.46 -0.90
O -1.02 4.07 -1.85
H 1.38 5.10 -1.76
H 1.34 3.90 -2.96
H 2.32 3.66 -1.53
H -0.18 2.26 -1.47
H 0.89 3.89 0.66
H -0.27 2.50 0.82
C 1.96 -3.84 -0.25
C 0.59 -3.62 0.55
C -0.33 -2.63 -0.13
O -1.29 -3.52 -0.78
C -1.17 -4.71 -0.39
O -1.87 -5.72 -0.73
O -0.14 -4.84 0.43
H 2.71 -4.64 0.10
H 2.74 -2.90 -0.16
H 1.69 -3.99 -1.20
H 0.58 -3.11 1.56
H -0.05 -1.96 -0.86
H -0.81 -1.91 0.48
C -4.03 1.46 -1.12
C -3.09 1.06 -2.41
C -2.60 -0.35 -2.10
O -3.45 -1.02 -3.11
C -3.99 -0.25 -3.95
O -4.63 -0.65 -4.91
O -3.86 0.95 -3.64
H -4.70 2.17 -1.39
H -3.43 1.73 -0.43
H -4.77 0.72 -0.98
H -2.39 1.87 -2.52
H -2.72 -0.74 -1.06
H -1.64 -0.24 -2.44
C 2.29 0.37 2.49
C 1.83 -0.29 3.77
C 2.99 -1.10 4.12
S 3.64 -1.68 2.60
O 3.31 -2.99 2.30
O 5.05 -1.26 2.49
C 2.74 -0.72 1.48
H 3.12 1.05 2.82
H 1.36 0.93 2.00
H 0.85 -0.78 3.54
H 1.67 0.40 4.62
H 3.01 -1.98 4.69
H 3.85 -0.66 4.69
H 1.70 -1.32 1.41
H 3.29 -0.18 0.73

Values from the calculation:
**Kohn-Sham gap**: 8.9 eV
**Energy relative to the best compared isomer or geometry (same formula, charge and spin)**: 0.0000 eV
**Net charge**: -1
**2S+1**: 1
**Lowest unoccupied orbital energy**: 2.2 eV

Below is a molecular structure, C16H26InN10S2, with properties calculated with ωB97M-V/def2-TZVPD.

Geometry (Å):
In -0.40 -0.46 0.05
N -1.28 -0.77 -2.35
N -2.64 -1.14 -2.35
C -3.26 -1.59 -1.25
N -4.50 -2.01 -1.37
S -2.54 -1.67 0.31
H -1.20 0.08 -2.91
H -0.75 -1.50 -2.82
H -3.10 -1.20 -3.25
H -5.00 -2.02 -2.26
H -5.01 -2.33 -0.56
C 0.40 -3.46 4.06
N 0.99 -3.51 2.72
C 1.53 -4.64 2.13
C 1.99 -4.28 0.92
N 1.73 -2.92 0.77
C 1.11 -2.47 1.90
S 0.60 -0.86 2.28
C 2.27 -2.14 -0.29
C 3.57 -2.39 -0.70
C 4.08 -1.67 -1.77
C 3.29 -0.71 -2.39
C 2.02 -0.51 -1.91
N 1.49 -1.22 -0.88
H 0.21 -4.48 4.39
H -0.54 -2.91 4.03
H 1.09 -2.98 4.75
H 1.53 -5.59 2.62
H 2.46 -4.87 0.14
H 4.17 -3.12 -0.18
H 5.10 -1.85 -2.10
H 3.66 -0.13 -3.22
H 1.38 0.24 -2.35
C -1.41 2.13 1.24
N -1.50 3.55 1.33
C -0.16 4.13 1.51
N 0.69 3.80 0.36
C 0.83 2.39 0.24
N -0.53 1.71 0.04
C -1.16 2.35 -1.19
N -1.27 3.77 -1.05
C -2.10 4.09 0.11
C 0.07 4.34 -0.86
H -2.40 1.69 1.09
H -0.95 1.72 2.14
H 0.29 3.73 2.42
H -0.25 5.21 1.61
H 1.27 1.97 1.15
H 1.45 2.14 -0.62
H -2.15 1.91 -1.33
H -0.52 2.12 -2.05
H -3.10 3.67 -0.02
H -2.19 5.17 0.20
H -0.02 5.42 -0.77
H 0.70 4.12 -1.72

Values from the calculation:
**Kohn-Sham gap**: 7.9 eV
**Energy relative to the best compared isomer or geometry (same formula, charge and spin)**: 0.0000 eV
**Net charge**: +3
**2S+1**: 1
**Lowest unoccupied orbital energy**: -9.1 eV